# 1
# C18H36BrN4O8P

A 3-piece molecular cluster, C18H36BrN4O8P overall in a non-equilibrium geometry (ωB97M-V/def2-TZVPD, the Open Molecules 2025 dataset).

Values from the calculation:
E (hartree): -4443.74233
SMILES: N#CC[C@@](C#N)(CC(=O)Br)P(=O)(O)O.COCCNCCOC.COCCNCCOC
E_LUMO (hartree): -0.0039
Frontier orbital gap (eV): 8.42

```
! wB97M-V def2-TZVPD RIJCOSX def2/J DEFGRID3
* xyz 0 1
N 2.47070 1.64444 -0.77936
C 2.72530 1.30482 -1.84359
C 3.00002 0.83677 -3.19943
C 1.86752 1.12431 -4.21791
C 2.30457 0.53406 -5.49264
N 2.63025 0.06931 -6.48933
C 0.51627 0.43235 -3.89142
C -0.21908 0.96621 -2.68319
O -0.69993 2.03697 -2.55223
Br -0.38036 -0.35236 -1.23201
P 1.77450 2.94997 -4.58563
O 2.75637 3.32332 -5.61147
O 2.03216 3.69839 -3.21581
O 0.26688 3.15446 -4.99531
H 3.89896 1.35046 -3.55118
H 3.23464 -0.22673 -3.18552
H 0.65553 -0.64018 -3.78418
H -0.13410 0.58021 -4.75485
H 2.80300 4.27577 -3.34121
H 0.10543 4.08791 -5.20327
C 2.13108 -6.13166 3.27266
O 1.22303 -5.63521 2.31074
C 0.52913 -4.45603 2.69681
C 0.98851 -3.25285 1.90234
N 2.34622 -2.86240 2.25404
C 2.94782 -1.86962 1.36818
C 3.12331 -2.21628 -0.10442
O 4.09601 -3.20662 -0.38052
C 3.66672 -4.54477 -0.22284
H 2.43046 -7.12783 2.95148
H 3.03073 -5.51150 3.35460
H 1.66431 -6.20654 4.25903
H 0.63499 -4.27628 3.77067
H -0.53045 -4.62329 2.48420
H 0.31590 -2.41570 2.11521
H 0.87968 -3.50210 0.83739
H 2.93487 -3.68455 2.27152
H 3.93714 -1.63578 1.76855
H 2.35866 -0.94917 1.43322
H 3.48547 -1.31071 -0.59728
H 2.17192 -2.47425 -0.58798
H 2.61403 -4.66886 -0.49104
H 3.82526 -4.90678 0.79701
H 4.27157 -5.16307 -0.88621
C -5.29058 2.31490 3.90469
O -4.29485 1.45752 3.38646
C -4.67202 0.74051 2.21864
C -3.93418 1.23655 0.99399
N -4.36865 2.57193 0.60801
C -3.54058 3.21343 -0.40995
C -2.06861 3.46512 -0.10810
O -1.82698 4.45684 0.87380
C -1.92875 4.02644 2.21591
H -4.96109 2.63417 4.89193
H -5.43503 3.20698 3.28505
H -6.24894 1.79694 4.00498
H -5.75453 0.78774 2.06643
H -4.39851 -0.30565 2.38293
H -4.13199 0.54927 0.16518
H -2.85897 1.18640 1.21370
H -4.39312 3.16306 1.42805
H -3.99822 4.18029 -0.63405
H -3.60441 2.61598 -1.32581
H -1.61652 3.84830 -1.02286
H -1.52780 2.54309 0.13653
H -1.59714 2.99177 2.33776
H -2.94732 4.12891 2.60280
H -1.28619 4.67089 2.81611
*
```

Atomic partial charges in e from the Löwdin method, atoms 1 to 6: N 0.20; C -0.25; C -0.12; C -0.40; C -0.23; N 0.21

---

# 2
# C18H36Cl2F4N2O20PdS4

C18H36Cl2F4N2O20PdS4 as an isolated structure in a non-equilibrium geometry (ωB97M-V/def2-TZVPD, the Open Molecules 2025 dataset).

Values from the calculation:
E (hartree): -5361.98856
E_LUMO (spin up / spin down) (hartree): -0.0486 / -0.1059
Frontier orbital gap (spin up / spin down) (eV): 8.97 / 7.41

```
! wB97M-V def2-TZVPD RIJCOSX def2/J DEFGRID3
* xyz 0 3
Pd 15.58897 5.17723 -6.72474
N 15.43318 5.02424 -8.74224
S 15.79407 5.87660 -9.90951
O 14.64147 6.53780 -10.52813
O 17.04479 5.69597 -10.66804
F 16.21707 7.04364 -8.86430
S 15.27409 3.76762 -9.88087
O 16.45814 2.91893 -10.05424
O 14.27659 3.69849 -10.92333
F 14.58172 2.80503 -8.83240
N 15.72624 5.96902 -4.84512
S 16.13170 7.30005 -4.12764
O 17.47630 7.50032 -3.58744
O 15.06955 8.16157 -3.60652
F 16.41123 8.01983 -5.46839
S 15.17643 5.38420 -3.29137
O 13.83261 5.71403 -2.94184
O 16.18627 5.44790 -2.20759
F 15.23018 3.78952 -3.73311
Cl 13.35164 10.77512 -12.48339
C 14.48043 10.41070 -11.13880
C 13.65099 10.01131 -9.84131
Cl 14.63455 9.72411 -8.44952
H 15.07680 11.29242 -10.90427
H 15.18010 9.63653 -11.45379
H 13.18250 9.06496 -10.11158
H 12.82091 10.65392 -9.54786
C 20.04145 8.35784 -6.64137
C 20.33010 6.96430 -5.99859
O 20.18651 5.87184 -6.87631
C 18.97854 5.47719 -7.38683
O 17.85917 5.90063 -6.98367
O 19.03019 4.50952 -8.24909
C 20.18184 3.76620 -8.65835
H 20.67187 8.65995 -7.47767
H 20.13284 9.02564 -5.78475
H 19.01397 8.44981 -6.99341
H 19.66537 6.76755 -5.15744
H 21.33183 6.87997 -5.57725
H 19.93810 3.30579 -9.61580
H 20.24499 2.89541 -8.00579
H 21.16197 4.24156 -8.69686
C 19.85752 3.69234 -4.18645
C 18.32010 3.43711 -3.98699
O 17.94177 2.23985 -4.65739
C 17.22630 2.19192 -5.80747
O 16.71547 3.16459 -6.41353
O 17.34848 0.94407 -6.22853
C 16.97858 0.62342 -7.52358
H 20.01600 4.51194 -3.48557
H 20.26766 3.92775 -5.16853
H 20.40451 2.79744 -3.88971
H 17.80205 4.30489 -4.39527
H 18.08410 3.21124 -2.94709
H 17.16921 -0.36955 -7.93074
H 17.30032 1.26614 -8.34303
H 15.89111 0.66819 -7.58282
C 14.35363 -0.51323 -4.93425
C 13.57355 0.07809 -6.16829
O 14.02803 1.42203 -6.36489
C 13.45815 2.50917 -5.73872
O 13.81014 3.62160 -6.10062
O 12.54821 2.18902 -4.78772
C 11.95175 3.19443 -4.02020
H 14.24081 0.01143 -3.98551
H 15.41737 -0.59720 -5.15677
H 14.09440 -1.56622 -4.82422
H 12.48974 0.04449 -6.05729
H 13.86171 -0.49906 -7.04690
H 12.07118 4.17612 -4.47860
H 12.46058 3.22184 -3.05664
H 10.88204 2.98993 -3.97551
C 11.49972 9.81310 -5.24548
C 12.53579 8.62541 -5.47807
O 11.80999 7.59109 -6.13622
C 12.33405 6.65925 -6.80873
O 13.55132 6.49594 -6.92605
O 11.41066 6.07582 -7.49890
C 11.71358 5.21224 -8.59318
H 11.14877 10.20803 -6.19888
H 12.01922 10.61279 -4.71754
H 10.62155 9.50437 -4.67838
H 12.91765 8.05865 -4.62892
H 13.43729 8.94114 -6.00316
H 12.39783 4.38241 -8.41630
H 11.98430 5.82510 -9.45295
H 10.76108 4.75921 -8.86818
*
```

Atomic partial charges in e from the Löwdin method, atoms 1 to 6: Pd 1.24; N -0.35; S 0.41; O -0.27; O -0.23; F -0.26

---

# 3
# C18H36ClCrF12O22P2

C18H36ClCrF12O22P2 as an isolated structure in a non-equilibrium geometry (ωB97M-V/def2-TZVPD, the Open Molecules 2025 dataset).

Values from the calculation:
Energy above the lowest of the compared OMol25 structures with the same formula, charge and spin (kJ/mol): 275.37
E (hartree): -5748.70926
E_LUMO (spin up / spin down) (hartree): 0.0774 / 0.0774
Frontier orbital gap (spin up / spin down) (eV): 7.31 / 8.62

```
! wB97M-V def2-TZVPD RIJCOSX def2/J DEFGRID3
* xyz -1 5
Cr -0.05628 0.01493 -0.00528
P -1.26537 1.63204 3.60891
F -2.40105 0.54029 3.97200
F -1.16368 2.25445 5.13895
F -0.08937 0.60006 3.95309
F -0.19647 2.62864 2.90582
F -1.22270 0.95900 2.09848
F -2.50228 2.61780 3.20773
P 3.53318 -1.60889 -0.79575
F 2.96897 -1.69271 -2.26060
F 2.13436 -0.96869 -0.23265
F 2.87138 -3.03477 -0.31730
F 4.21444 -1.29464 0.67446
F 4.93033 -2.30483 -1.27504
F 4.08399 -0.13585 -1.14553
Cl -2.87890 0.91146 -3.20396
O -2.26103 2.03038 -3.88527
O -1.89696 0.32771 -2.34661
O -3.95063 1.44570 -2.41179
O -3.43546 -0.15021 -3.98330
C -3.24187 3.99785 0.16255
O -1.90633 4.16406 -0.18927
C -0.90029 3.20835 -0.28451
O -0.97139 1.98593 -0.24075
O 0.28391 3.82255 -0.57995
C 0.37660 5.25405 -0.68392
H -3.58980 4.69063 0.92878
H -3.47960 3.07944 0.69929
H -3.86796 4.14615 -0.71729
H -0.05963 5.68716 -1.58404
H 1.44430 5.47010 -0.72154
H -0.01140 5.84297 0.14719
C -0.94116 -2.56760 3.82580
O 0.46390 -2.71706 3.53747
C 1.07586 -1.92485 2.49348
O 0.41506 -1.13291 1.71330
O 2.33144 -2.00833 2.53968
C 3.02826 -3.18634 2.90875
H -1.10068 -1.78900 4.57175
H -1.33631 -3.54675 4.09640
H -1.54152 -2.25903 2.96998
H 2.73655 -3.26961 3.95567
H 4.11498 -3.11333 2.86599
H 2.62947 -4.08377 2.43580
C -0.37197 -5.21384 -0.42708
O 0.09774 -3.77906 -0.43592
C -0.18475 -2.88750 -1.38736
O -0.08587 -1.68941 -1.20804
O -0.77464 -3.48738 -2.55284
C -1.26124 -2.83686 -3.69735
H -1.16949 -5.36986 -1.15353
H -0.73243 -5.56087 0.54129
H 0.42462 -5.93836 -0.59625
H -2.29420 -2.52744 -3.53820
H -1.29246 -3.41593 -4.62027
H -0.73373 -1.90000 -3.87662
C 3.14136 1.21938 3.37073
O 3.01124 2.10475 2.28913
C 2.28684 1.92704 1.19062
O 1.30665 1.15097 1.02278
O 2.79351 2.61968 0.12367
C 4.07757 3.24829 0.12713
H 2.41698 1.57052 4.10562
H 4.15248 1.21615 3.77782
H 2.90072 0.18869 3.11023
H 4.58887 3.26702 1.08959
H 3.80008 4.28599 -0.05807
H 4.78660 2.79886 -0.56811
C -3.64421 -3.66743 1.37288
O -2.79186 -2.72051 0.73499
C -3.02884 -1.36813 0.63365
O -2.15545 -0.53955 0.42141
O -4.38653 -1.04545 0.75265
C -4.84068 0.24593 0.55532
H -3.69466 -3.55267 2.45565
H -3.42263 -4.72081 1.20143
H -4.61506 -3.45789 0.92384
H -5.64072 0.62999 1.18820
H -5.12483 0.46136 -0.47470
H -4.01591 0.92410 0.77421
C 1.60020 3.01937 -3.23864
O 1.75288 1.72218 -3.66400
C 1.29925 0.64348 -2.90783
O 0.92553 0.67490 -1.68251
O 1.18060 -0.47455 -3.74433
C 1.80268 -0.59208 -5.00179
H 2.13788 3.27210 -2.32480
H 0.55314 3.28069 -3.08531
H 1.94938 3.67712 -4.03459
H 2.71845 -0.00237 -5.04303
H 1.11344 -0.29372 -5.79173
H 2.07461 -1.62943 -5.19690
*
```

Atomic partial charges in e from the Löwdin method, atoms 1 to 6: Cr 0.85; P 0.23; F -0.16; F -0.17; F -0.14; F -0.15